Entry 1:
DFT (the ωB97M-V functional and the def2-TZVPD basis) results for 2 unconnected molecules or ions with the total composition C2H3ClS in a non-equilibrium geometry.

Its total energy is -936.25228 a.u. The energy above the lowest of the compared OMol25 structures with the same formula, charge and spin comes out at 2.844 eV.

The geometry in ORCA input format:
```
! wB97M-V def2-TZVPD RIJCOSX def2/J DEFGRID3
* xyz 0 1
C 1.16 0.32 -0.20
C -0.92 -0.21 0.43
S 1.97 -0.80 -0.96
Cl -1.73 -0.28 -1.03
H 1.33 1.42 -0.11
H -0.90 -1.22 0.96
H -0.92 0.77 0.90
*
```



Entry 2:
DFT (the ωB97M-V functional and the def2-TZVPD basis) results for 7 unconnected molecules or ions with the total composition C18H53N3O10 in a non-equilibrium geometry.

Its total energy is -1634.00790 a.u. The energy above the lowest of the compared OMol25 structures with the same formula, charge and spin comes out at 4.454 eV.

The geometry in ORCA input format:
```
! wB97M-V def2-TZVPD RIJCOSX def2/J DEFGRID3
* xyz 0 1
C 4.44 0.64 -0.97
O 4.69 1.89 -1.60
C 3.90 2.95 -1.07
C 4.50 3.66 0.09
N 3.59 4.52 0.74
C 4.41 5.42 1.55
C 4.56 4.99 2.98
O 3.43 4.63 3.70
C 2.68 5.63 4.18
H 5.09 0.57 -0.10
H 4.59 -0.25 -1.57
H 3.39 0.48 -0.75
H 2.87 2.64 -0.88
H 3.84 3.59 -1.95
H 5.26 4.25 -0.43
H 5.03 2.92 0.70
H 2.96 4.11 1.42
H 3.75 6.29 1.56
H 5.24 5.76 0.92
H 5.11 5.74 3.56
H 5.20 4.11 3.00
H 3.30 6.46 4.53
H 2.08 5.23 5.00
H 1.95 5.90 3.42
C -5.66 -3.91 -4.18
O -6.07 -2.58 -4.54
C -5.21 -1.54 -4.22
C -5.96 -0.31 -3.67
N -6.74 0.34 -4.64
C -7.26 1.63 -4.14
C -8.33 2.35 -4.90
O -8.72 3.50 -4.17
C -9.42 4.57 -4.82
H -5.29 -3.96 -3.16
H -4.80 -4.16 -4.80
H -6.42 -4.69 -4.14
H -4.69 -1.39 -5.17
H -4.38 -1.94 -3.64
H -5.29 0.42 -3.20
H -6.61 -0.62 -2.84
H -7.48 -0.30 -4.87
H -6.43 2.31 -3.97
H -7.60 1.50 -3.11
H -9.12 1.62 -4.78
H -8.12 2.60 -5.94
H -9.77 5.35 -4.15
H -10.26 4.24 -5.42
H -8.74 4.91 -5.61
C -0.02 0.58 2.37
O 1.10 0.11 3.09
C 1.15 -1.27 3.38
C 2.55 -1.67 3.89
N 2.72 -1.04 5.24
C 3.93 -1.42 5.92
C 4.13 -0.61 7.18
O 4.51 0.70 6.81
C 4.97 1.37 8.01
H 0.03 1.67 2.40
H -0.88 0.33 2.99
H -0.07 0.14 1.37
H 1.02 -1.76 2.42
H 0.37 -1.50 4.11
H 3.31 -1.32 3.20
H 2.57 -2.75 4.01
H 2.74 -0.03 5.28
H 4.69 -1.38 5.14
H 3.95 -2.48 6.16
H 4.85 -1.14 7.80
H 3.22 -0.46 7.76
H 5.33 2.39 7.89
H 5.74 0.82 8.56
H 4.08 1.47 8.63
O 0.69 -5.19 -2.79
H 1.10 -5.64 -3.53
H 0.85 -4.26 -2.96
O 2.71 -6.72 -7.20
H 2.96 -6.20 -7.97
H 3.11 -7.57 -7.33
O -0.78 -10.90 -4.06
H -0.14 -10.54 -4.67
H -0.31 -11.57 -3.57
O -1.30 -8.22 -0.81
H -1.31 -8.68 -1.64
H -1.07 -7.32 -1.03
*
```



Entry 3:
DFT (the ωB97M-V functional and the def2-TZVPD basis) results for 5 unconnected molecules or ions with the total composition C11H24BrIO18P2S4 in a non-equilibrium geometry.

Its total energy is -6934.87319 a.u.

The geometry in ORCA input format:
```
! wB97M-V def2-TZVPD RIJCOSX def2/J DEFGRID3
* xyz 0 1
C -0.05 -4.33 -7.56
C -0.16 -4.54 -5.91
O 0.92 -3.80 -5.25
C 0.65 -3.62 -3.79
P -0.60 -2.18 -3.66
I -2.63 -3.19 -2.61
P 0.09 -0.59 -2.32
O 0.48 0.83 -3.32
Br 2.06 -1.21 -1.29
H 0.64 -5.15 -8.04
H 0.41 -3.26 -7.77
H -1.15 -4.42 -7.99
H -1.25 -4.20 -5.62
H -0.13 -5.71 -5.71
H 0.13 -4.62 -3.39
H 1.63 -3.49 -3.17
H 0.14 0.66 -4.27
O -1.28 -1.20 0.24
S -1.54 -0.46 1.46
O -1.07 -0.89 2.75
O -3.15 -0.20 1.55
C -3.39 1.21 1.62
C -2.23 1.86 0.88
O -1.08 1.08 1.23
H -3.41 1.50 2.67
H -4.36 1.45 1.16
H -2.09 2.90 1.16
H -2.36 1.79 -0.21
O -1.03 -5.46 7.39
S -1.87 -5.59 6.22
O -2.83 -6.67 6.06
O -0.92 -5.54 4.90
C -1.33 -4.46 4.07
C -1.94 -3.42 5.01
O -2.65 -4.18 5.99
H -2.08 -4.84 3.36
H -0.48 -4.06 3.51
H -2.61 -2.73 4.49
H -1.16 -2.85 5.52
O -1.16 6.02 4.95
S -1.16 5.45 3.62
O -2.29 4.73 3.07
O 0.17 4.52 3.47
C 0.96 4.99 2.38
C 0.67 6.49 2.28
O -0.72 6.61 2.56
H 0.64 4.47 1.47
H 2.02 4.79 2.56
H 0.90 6.90 1.30
H 1.22 7.05 3.05
O 3.32 5.24 -2.54
S 3.84 4.37 -1.51
O 4.33 4.86 -0.25
O 4.99 3.42 -2.18
C 4.63 2.05 -2.02
C 3.11 2.03 -1.96
O 2.74 3.20 -1.23
H 5.06 1.70 -1.07
H 5.02 1.45 -2.84
H 2.72 1.13 -1.48
H 2.68 2.12 -2.97
*
```



| no. | Kohn-Sham gap (eV) |
| --- | --- |
| 1 | 7.6 |
| 2 | 8.8 |
| 3 | 7.5 |